Record 1
Here is C37H38BN2O5SW as an isolated structure in a non-equilibrium geometry from the Open Molecules 2025 dataset. Energies are from ωB97M-V with the def2-TZVPD basis set.

```
85
C37H38BN2O5SW (ωB97M-V with the def2-TZVPD basis set)
W -0.9491 0.0881 -0.5249
O -0.6416 -1.3070 0.6423
C 0.0687 -1.2013 1.8120
C 0.4136 -2.3221 2.5490
C 1.1915 -2.1731 3.6857
C 1.5942 -0.9110 4.0982
C 1.2320 0.2095 3.3650
C 0.4786 0.0796 2.2084
C 0.2271 1.2244 1.2616
N -1.1753 1.4025 0.9204
N -1.4044 2.6977 0.4095
C -1.6249 2.7214 -0.8582
O -1.5417 1.5798 -1.5741
C -1.9519 3.9804 -1.5418
C -2.1531 5.1449 -0.7997
C -2.4143 6.3385 -1.4461
C -2.4767 6.3807 -2.8334
C -2.3004 5.2210 -3.5727
C -2.0386 4.0214 -2.9312
H 0.0893 -3.2988 2.2113
H 1.4836 -3.0513 4.2454
H 2.2018 -0.7976 4.9859
H 1.5520 1.1930 3.6875
H 0.6545 2.1517 1.6429
H -2.0974 5.0913 0.2782
H -2.5721 7.2410 -0.8711
H -2.6672 7.3190 -3.3374
H -2.3679 5.2554 -4.6519
H -1.8946 3.1113 -3.4984
C -0.7156 -1.2397 -4.4190
S 0.1339 -2.0904 -3.0717
C 1.7643 -2.1907 -3.8313
O 0.2812 -0.9784 -2.0308
H -0.0841 -0.4284 -4.7746
H -1.6307 -0.8409 -3.9843
H -0.9518 -1.9382 -5.2198
H 1.6627 -2.7513 -4.7601
H 2.4271 -2.7184 -3.1477
H 2.1416 -1.1874 -4.0199
C -3.8486 -3.2849 1.0495
C -4.3085 -2.1378 0.1548
C -5.7390 -2.3955 -0.2948
O -3.4435 -2.1609 -1.0091
B -2.6931 -1.0510 -1.1439
O -3.0691 -0.1390 -0.1198
C -4.0792 -0.7048 0.7787
C -5.2746 0.2334 0.7130
C -3.5109 -0.6919 2.1952
H -4.0854 -4.2276 0.5585
H -4.3598 -3.2562 2.0108
H -2.7715 -3.2490 1.2083
H -5.8078 -3.3933 -0.7250
H -6.0593 -1.6793 -1.0488
H -6.4123 -2.3476 0.5604
H -5.6708 0.3113 -0.2978
H -4.9540 1.2250 1.0311
H -6.0628 -0.1072 1.3822
H -2.6644 -1.3643 2.3013
H -4.2801 -0.9730 2.9139
H -3.1753 0.3183 2.4217
C 0.9626 0.9018 -0.1564
C 2.1434 0.3818 -0.0376
C 3.3587 -0.0605 0.2311
C 4.3528 0.9372 0.6995
C 5.0698 0.6647 1.8666
C 5.8644 1.6424 2.4412
C 5.9479 2.9029 1.8660
C 5.2426 3.1770 0.7037
C 4.4456 2.2025 0.1245
C 3.6575 -1.5067 0.1680
C 4.9730 -1.9575 0.0466
C 5.2472 -3.3078 -0.1033
C 4.2151 -4.2323 -0.1499
C 2.9012 -3.7984 -0.0242
C 2.6264 -2.4518 0.1341
H 4.9787 -0.3078 2.3340
H 6.4086 1.4222 3.3505
H 6.5594 3.6693 2.3231
H 5.3050 4.1571 0.2494
H 3.8854 2.4194 -0.7771
H 5.7844 -1.2415 0.0501
H 6.2725 -3.6429 -0.1883
H 4.4309 -5.2839 -0.2857
H 2.0914 -4.5186 -0.0380
H 1.6012 -2.1199 0.2288
```

Summary:
**HOMO level**: -10.09 eV
**Orbital gap**: 6.04 eV
**F_max**: 0.06093 Eh/bohr
**Charge**: +1
**Electronic energy**: -65533.651 eV

Record 2
Here is C37H38Br66F18N2O5PS2 as an isolated structure in a non-equilibrium geometry from the Open Molecules 2025 dataset. Energies are from ωB97M-V with the def2-TZVPD basis set.

```
169
C37H38Br66F18N2O5PS2 (ωB97M-V with the def2-TZVPD basis set)
C 0.7632 -2.4765 3.4726
S 1.9709 -2.1708 2.1045
O 3.2932 -2.8696 2.3810
O 1.3857 -2.7863 0.8503
C 2.3963 -0.3507 1.8964
O 3.7892 -0.1229 2.1650
C 4.5669 0.0237 0.9666
S 6.3386 -0.3974 1.3418
O 6.4850 -1.7247 2.0055
O 7.2066 -0.2431 0.1281
F 6.8517 0.7805 2.4268
C 3.9974 -0.8070 -0.2860
N 2.7116 -0.1050 -0.6782
P 1.8167 -0.9642 -1.9918
N 2.7820 -1.1937 -3.2611
C 1.8497 0.2409 0.5242
C 1.7183 1.8318 0.5604
C 0.5244 2.3688 1.4767
C -0.8787 2.4076 0.6863
F -0.6476 3.3453 -0.3721
F -1.1835 1.1922 0.0383
C -2.0669 3.0261 1.5410
F -3.1393 3.3746 0.6822
F -1.5822 4.2973 1.9811
C -2.4918 2.2566 2.8520
F -1.5688 2.6305 3.8702
F -3.7236 2.8056 3.2791
C -2.5133 0.6728 2.8406
F -1.2326 0.0791 2.6391
F -2.8273 0.3232 4.1860
C -3.6631 -0.0203 1.9714
F -4.8594 0.2355 2.6920
F -3.8742 0.5907 0.7195
C -3.5585 -1.6110 1.8541
F -4.8748 -2.1031 2.0213
F -2.8585 -2.2038 2.9443
C -2.8338 -2.1666 0.5560
F -1.5343 -1.6362 0.3818
F -2.6290 -3.5536 0.7857
C -3.5835 -2.0453 -0.8311
F -3.2012 -3.1689 -1.6037
F -4.9643 -2.0522 -0.8005
F -3.1849 -0.9367 -1.6092
H -0.2920 -2.3075 3.0824
H 0.8936 -3.5734 3.7722
H 1.0559 -1.7813 4.3440
H 1.8213 0.1859 2.7361
H 4.5519 1.1292 0.6535
H 4.7819 -0.7427 -1.1077
H 3.7765 -1.8966 -0.0531
H 3.0222 0.7947 -1.1076
H 1.3440 -2.2521 -1.5901
H 0.7094 -0.1079 -2.3372
H 3.7263 -0.8397 -3.0478
H 0.8102 -0.1758 0.3236
H 1.5794 2.2918 -0.4839
H 2.6766 2.3245 0.9664
H 0.4455 1.8769 2.4952
H 0.7662 3.4751 1.6838
C 2.6288 6.5186 0.6492
Br 4.0720 5.3891 1.2818
Br 0.8961 5.7871 1.1206
Br 2.8289 8.3483 1.2497
H 2.6852 6.5320 -0.4370
C 2.9361 -6.4782 0.9593
Br 1.0265 -6.2751 1.2291
Br 3.3852 -8.2328 0.2693
Br 3.6628 -5.0638 -0.1498
H 3.4068 -6.3894 1.9360
C -7.8883 -0.7933 -2.3616
Br -6.9529 0.4330 -3.5364
Br -8.4533 0.0706 -0.7204
Br -9.3639 -1.6674 -3.2635
H -7.1796 -1.5703 -2.0844
C 9.7080 -0.2014 4.8508
Br 10.8534 0.9292 3.7705
Br 10.7278 -1.2873 6.0905
Br 8.3325 0.8246 5.7541
H 9.2015 -0.8837 4.1714
C -7.3131 2.7104 -6.6218
Br -7.0918 4.5482 -7.1998
Br -9.0641 2.0166 -7.0765
Br -5.8933 1.5712 -7.2905
H -7.2409 2.7068 -5.5364
C -6.8485 3.8420 -10.5721
Br -6.5896 5.7100 -11.0185
Br -8.6107 3.2160 -11.0808
Br -5.4464 2.7241 -11.3110
H -6.7820 3.7612 -9.4888
C 6.3685 5.1609 4.6796
Br 4.4523 5.3516 4.9027
Br 6.8381 3.3960 4.0317
Br 7.1094 6.5616 3.5638
H 6.8164 5.2695 5.6653
C -4.5958 -6.0464 -0.4328
Br -6.0770 -5.8526 0.8038
Br -3.4738 -7.5618 0.0136
Br -5.1987 -6.1162 -2.2747
H -3.9809 -5.1559 -0.3337
C -6.1984 -4.2138 -5.4879
Br -5.9799 -2.3712 -6.0490
Br -7.9521 -4.8972 -5.9479
Br -4.7772 -5.3446 -6.1658
H -6.1247 -4.2296 -4.4024
C 2.9031 12.4098 -0.7970
Br 2.0684 12.7571 0.9178
Br 4.7570 11.8778 -0.6012
Br 1.8931 11.1260 -1.8410
H 2.8968 13.3462 -1.3504
C -1.1002 -10.3609 -1.8640
Br -1.3182 -10.1906 0.0570
Br -1.5964 -12.1285 -2.4886
Br -2.0406 -8.9642 -2.8260
H -0.0409 -10.2343 -2.0759
C 5.9769 -0.0776 -5.6923
Br 5.0681 -1.7302 -6.1362
Br 4.9450 1.4773 -6.2160
Br 6.4789 -0.0103 -3.8181
H 6.8993 -0.0568 -6.2687
C 6.4797 -7.0663 -2.0087
Br 7.0529 -5.2940 -2.5485
Br 6.1904 -8.2254 -3.5350
Br 7.6968 -7.8561 -0.7238
H 5.5197 -6.9518 -1.5093
C 1.6340 -0.5288 7.6168
Br 0.1889 -0.2505 8.8758
Br 2.6585 -2.1199 8.0305
Br 0.9966 -0.5418 5.7796
H 2.3091 0.3191 7.7130
C 4.5141 8.3841 7.4652
Br 5.6600 9.5153 6.3859
Br 5.5337 7.3078 8.7147
Br 3.1282 9.4036 8.3586
H 4.0154 7.6966 6.7857
C -5.8532 -0.8833 -13.1804
Br -7.3408 -0.7447 -11.9462
Br -4.7429 -2.4308 -12.8115
Br -6.4442 -0.8507 -15.0261
H -5.2347 -0.0038 -13.0298
C -1.4644 -0.1774 -13.4362
Br -0.3568 1.0544 -14.4420
Br -0.4100 -1.3011 -12.2606
Br -2.8749 0.7436 -12.4754
H -1.9470 -0.8343 -14.1569
C -10.6127 -3.8261 -8.8717
Br -9.6552 -2.5558 -9.9775
Br -11.1954 -3.0118 -7.2124
Br -12.0791 -4.6629 -9.8236
H -9.9099 -4.6149 -8.6122
C -0.7169 -12.0970 -6.4262
Br 0.8876 -11.0088 -6.3475
Br -2.2314 -11.0990 -7.1135
Br -0.4265 -13.7375 -7.4168
H -0.9598 -12.3816 -5.4026
C 7.7469 8.6225 12.0938
Br 5.8300 8.8139 12.3182
Br 8.2271 6.8580 11.4454
Br 8.4849 10.0248 10.9777
H 8.1943 8.7310 13.0791
C -0.8295 0.6726 12.8310
Br -2.0777 0.4246 11.3659
Br 0.8072 1.5329 12.2479
Br -1.6442 1.6108 14.3171
H -0.5585 -0.3180 13.1891
C -1.6117 5.7617 15.0932
Br -1.5878 4.5645 16.6182
Br 0.1271 5.8792 14.2439
Br -3.0015 5.2884 13.8270
H -1.8497 6.7534 15.4709
```

Summary:
**HOMO level**: -11.09 eV
**Orbital gap**: 7.86 eV
**F_max**: 0.13130 Eh/bohr
**Charge**: +1
**Electronic energy**: -4754858.591 eV

Record 3
Here is C37H38BrFN6O4SSiTb as an isolated structure in a non-equilibrium geometry from the Open Molecules 2025 dataset. Energies are from ωB97M-V with the def2-TZVPD basis set.

```
90
C37H38BrFN6O4SSiTb (ωB97M-V with the def2-TZVPD basis set)
Tb 0.2005 0.2289 -0.0988
O -5.7531 0.2783 5.5602
N -5.6467 0.1546 4.3454
O -6.6279 0.0728 3.6185
C -4.3191 0.1087 3.7823
C -3.2929 0.1665 4.6872
C -1.9467 0.1348 4.2847
C -0.8828 0.1564 5.2141
C 0.4038 0.1270 4.7577
C 0.6281 0.0827 3.3759
N -0.3465 0.0547 2.4862
C -1.6182 0.0820 2.9164
C -2.6884 0.0289 1.9419
N -2.3243 -0.0356 0.6446
C -3.2602 -0.1789 -0.2730
C -4.6141 -0.2220 0.0348
C -5.0094 -0.1141 1.3435
C -4.0409 0.0107 2.3619
H -3.5317 0.2331 5.7377
H -1.1038 0.1956 6.2743
H 1.2455 0.1432 5.4357
H 1.6387 0.0818 2.9831
H -2.9208 -0.2726 -1.2951
H -5.3460 -0.3358 -0.7521
H -6.0512 -0.1348 1.6002
C 1.9894 1.8276 1.0334
H 2.3450 2.5930 0.3444
H 2.8027 1.1301 1.2799
H 1.5887 2.2957 1.9376
F -1.5287 6.6640 -0.7318
C -1.1898 5.3483 -0.5932
C -1.7037 4.6331 0.4647
C -1.3500 3.2890 0.5873
C -0.4970 2.6396 -0.3140
C -0.0090 3.4303 -1.3644
C -0.3414 4.7728 -1.5170
H -2.3659 5.1155 1.1756
H -1.7633 2.7420 1.4348
H 0.6634 2.9904 -2.0991
H 0.0464 5.3708 -2.3342
C -1.2377 0.2185 -5.4622
Si -1.2038 -0.0238 -3.5748
C -2.1249 -1.6731 -3.3610
C -2.3484 1.4017 -3.0373
N 0.2225 -0.0264 -2.6237
C 1.4925 0.2764 -3.0676
C 2.5473 0.4399 -2.1418
C 3.8066 0.8691 -2.5169
C 4.1108 1.1081 -3.8505
C 3.1216 0.8695 -4.7966
C 1.8546 0.4568 -4.4238
H -2.2827 0.2071 -5.7872
H -0.7148 -0.5693 -6.0129
H -0.8112 1.1819 -5.7550
H -3.2061 -1.5383 -3.4889
H -1.9512 -2.1246 -2.3825
H -1.7963 -2.3932 -4.1160
H -3.4008 1.1399 -3.2082
H -2.1335 2.2954 -3.6291
H -2.2273 1.6823 -1.9895
H 2.3926 0.1905 -1.0989
H 4.5645 1.0007 -1.7531
H 5.0941 1.4529 -4.1441
H 3.3400 1.0028 -5.8512
H 1.1179 0.2680 -5.1906
Br 1.9739 -6.3071 5.4236
C 2.1955 -4.8898 4.1667
C 1.0723 -4.3003 3.6123
C 1.2427 -3.2794 2.6875
C 2.5173 -2.8462 2.3360
C 3.6268 -3.4482 2.9150
C 3.4749 -4.4814 3.8289
C 2.7059 -1.7068 1.3432
O 3.7740 -1.1152 1.3406
O 1.6975 -1.4862 0.5630
H 0.0814 -4.6309 3.8964
H 0.3823 -2.8189 2.2183
H 4.6121 -3.0927 2.6400
H 4.3345 -4.9591 4.2793
C -0.0960 -6.5938 0.3054
N -0.8916 -5.3873 0.2153
C -0.3993 -4.1621 -0.0558
N 0.8523 -4.0734 -0.5046
S -1.3720 -2.8010 0.1521
H -0.7648 -7.4439 0.4132
H 0.5887 -6.5750 1.1597
H 0.4845 -6.7413 -0.6072
H -1.8078 -5.3762 0.6281
H 1.4825 -4.8546 -0.4234
H 1.2564 -3.1358 -0.4788
```

Summary:
**HOMO level (spin up / spin down)**: -3.66 / -3.65 eV
**Orbital gap (spin up / spin down)**: 3.96 / 3.95 eV
**F_max**: 0.03243 Eh/bohr
**Charge**: -1
**Relative energy (zero: lowest compared OMol25 entry of this formula, charge and spin)**: 0.0 kcal/mol
**2S+1**: 7
**Electronic energy**: -170026.864 eV
**⟨S²⟩**: 12.681

Record 4
Here is a 5-piece molecular cluster, C37H38ClF5NO16 overall in a non-equilibrium geometry from the Open Molecules 2025 dataset. Energies are from ωB97M-V with the def2-TZVPD basis set.

```
98
C37H38ClF5NO16 (ωB97M-V with the def2-TZVPD basis set)
C 1.6700 2.7239 -0.8879
C 0.6851 3.7548 -0.3033
C -0.3024 3.1597 0.7025
C 0.4853 2.6922 1.9419
C -1.3122 4.2139 1.1726
C -0.9718 5.6788 1.0189
N -2.1674 6.2624 1.6949
C -3.3474 5.4904 1.1233
Cl -4.0493 6.5867 -0.0808
C -2.7731 4.1516 0.6298
C -2.9479 3.7738 -0.8460
C -4.1201 2.8139 -1.0797
C -5.4987 3.3371 -0.6272
C -6.0699 2.7583 0.6423
F -7.3963 3.0667 0.6775
F -5.5190 3.2993 1.7694
C -5.9919 1.2182 0.7737
F -4.7800 0.7807 1.1716
F -6.3348 0.6512 -0.4175
F -6.8928 0.8188 1.7051
H 2.6481 2.8259 -0.4384
H 1.7610 2.9213 -1.9502
H 1.3264 1.7070 -0.7727
H 0.1086 4.1696 -1.1282
H 1.2647 4.5366 0.1770
H -0.8137 2.2934 0.2958
H -0.0905 1.9729 2.5133
H 1.4543 2.2987 1.6767
H 0.6519 3.5481 2.5958
H -1.4495 4.0650 2.2474
H -1.0267 5.9973 -0.0141
H -0.0216 5.9217 1.4721
H -2.2767 7.2684 1.5788
H -2.1168 6.1364 2.7062
H -4.0989 5.3010 1.8763
H -3.1922 3.3114 1.1714
H -2.0581 3.2372 -1.1582
H -3.0533 4.6335 -1.4969
H -4.1841 2.6942 -2.1563
H -3.8741 1.8340 -0.6893
H -5.4334 4.4079 -0.4707
H -6.2229 3.1852 -1.4158
C 4.0958 -2.7406 1.4985
C 3.3196 -1.6782 1.7065
C 2.7880 -0.8579 0.5731
O 2.0673 0.0947 0.8410
C 3.1519 -1.2251 -0.7820
C 3.9347 -2.2920 -0.9903
C 4.4489 -3.1270 0.1476
O 5.1406 -4.0914 -0.1160
O 4.3131 -2.6919 -2.1939
O 2.9548 -1.2700 2.9241
H 4.4871 -3.3404 2.3056
H 2.7749 -0.6166 -1.5919
H 4.8614 -3.4876 -2.0564
H 2.3932 -0.4884 2.7864
C 8.0963 -1.3758 -0.9724
C 9.3769 -1.2774 -1.3572
C 10.3826 -0.4737 -0.5755
O 11.5252 -0.4505 -0.9841
C 9.9301 0.2281 0.6152
C 8.6506 0.1291 0.9946
C 7.6539 -0.6923 0.2257
O 6.5118 -0.7390 0.6514
O 8.1617 0.7384 2.0676
O 9.8543 -1.8699 -2.4373
H 7.3673 -1.9515 -1.5252
H 10.6552 0.8140 1.1618
H 7.2200 0.4913 2.1119
H 10.8022 -1.6399 -2.4801
C -6.7288 -0.6625 -5.5008
C -6.5624 -1.8800 -6.0378
C -6.4791 -3.1212 -5.1883
O -6.3430 -4.1850 -5.7570
C -6.5615 -2.9758 -3.7441
C -6.7280 -1.7592 -3.2113
C -6.8318 -0.5227 -4.0622
O -6.9884 0.5435 -3.4905
O -6.8120 -1.5363 -1.9064
O -6.4589 -2.0875 -7.3387
H -6.7899 0.2335 -6.1019
H -6.4868 -3.8698 -3.1415
H -6.9438 -0.5756 -1.8133
H -6.3508 -3.0508 -7.4549
C 0.2620 -5.3142 2.6975
C -0.3291 -6.1982 3.5129
C 0.4140 -7.3789 4.0797
O -0.1948 -8.1194 4.8252
C 1.8046 -7.5652 3.7019
C 2.3930 -6.6833 2.8835
C 1.6555 -5.4909 2.3407
O 2.2750 -4.7255 1.6219
O 3.6556 -6.7921 2.4920
O -1.5953 -6.1069 3.8844
H -0.2608 -4.4617 2.2879
H 2.3245 -8.4249 4.0999
H 3.8342 -6.0386 1.8988
H -1.7609 -6.8688 4.4725
```

Summary:
**HOMO level**: -10.97 eV
**Orbital gap**: 7.90 eV
**F_max**: 0.02795 Eh/bohr
**Charge**: +1
**Electronic energy**: -99337.797 eV

- Look up the F_max of the second one.
  0.13130 Eh/bohr

- The lowest F_max belongs to which entry?
  C37H38ClF5NO16